{
  "formula": "C39H57LuN7O3P3S",
  "method": "the ωB97M-V functional and the def2-TZVPD basis",
  "species": ["Lu", "C", "N", "C", "P", "O", "O", "P", "O", "N", "C", "C", "N", "C", "C", "N", "C", "C", "H", "H", "H", "H", "H", "H", "H", "H", "H", "H", "H", "H", "H", "H", "H", "H", "H", "H", "H", "H", "H", "H", "H", "H", "N", "C", "C", "C", "C", "C", "C", "P", "C", "C", "C", "C", "C", "C", "C", "C", "C", "C", "C", "C", "H", "H", "H", "H", "H", "H", "H", "H", "H", "H", "H", "H", "H", "H", "H", "H", "S", "C", "N", "C", "C", "C", "C", "C", "C", "C", "C", "C", "C", "C", "C", "N", "H", "H", "H", "H", "H", "H", "H", "H", "H", "H", "H", "H", "H", "H", "H", "H", "H"],
  "coordinates": [[0.585619, -0.388564, -0.523369], [2.733872, 2.210606, 2.890054], [1.775331, 3.130899, 2.288829], [2.176997, 4.530567, 2.312989], [0.542891, 2.667113, 1.330347], [0.536426, 1.177041, 1.237864], [0.759672, 3.414440, -0.073257], [0.363520, 2.916027, -1.564404], [-0.072692, 1.499274, -1.568908], [-0.916505, 3.880933, -1.948294], [-0.694660, 5.318557, -2.031454], [-1.870155, 3.394032, -2.948335], [1.723495, 3.176275, -2.410095], [2.530887, 4.383135, -2.289958], [2.066902, 2.318724, -3.546745], [-0.897855, 3.264536, 1.845184], [-1.517866, 4.501093, 1.400123], [-1.233640, 2.920327, 3.225703], [3.657417, 2.174961, 2.306688], [2.301256, 1.215736, 2.953762], [2.946953, 2.550353, 3.905141], [3.057311, 4.686436, 1.683430], [2.403272, 4.835931, 3.336222], [1.369339, 5.165613, 1.945602], [-0.002233, 5.651832, -1.257166], [-1.643445, 5.836667, -1.879059], [-0.293015, 5.614797, -3.006766], [-1.952232, 2.312248, -2.890363], [-1.554990, 3.667549, -3.960881], [-2.842555, 3.846130, -2.745747], [2.357556, 4.863968, -1.327966], [2.315988, 5.089727, -3.097276], [3.583087, 4.100242, -2.317652], [1.448458, 1.423220, -3.548896], [3.111885, 2.021589, -3.450578], [1.919359, 2.857613, -4.486744], [-1.354095, 4.647718, 0.337655], [-1.152729, 5.369464, 1.960959], [-2.594659, 4.423261, 1.561636], [-0.767865, 1.977202, 3.509131], [-2.314042, 2.798109, 3.311677], [-0.903864, 3.700599, 3.920011], [2.558843, -1.191194, 1.364939], [2.368851, -1.709968, 2.680337], [3.436272, -1.892728, 3.552656], [3.209887, -2.373180, 4.833012], [1.918830, -2.654109, 5.258112], [0.859105, -2.490641, 4.379619], [1.070071, -2.041196, 3.080701], [-0.196141, -2.014665, 1.768415], [-1.776272, -1.785551, 2.640082], [-2.415861, -2.811593, 3.335720], [-3.621230, -2.579871, 3.980219], [-4.204321, -1.321596, 3.930052], [-3.583330, -0.299849, 3.228502], [-2.378668, -0.532912, 2.581812], [-0.212298, -3.760763, 1.259522], [-1.251112, -4.195504, 0.436061], [-1.242108, -5.478351, -0.082326], [-0.187429, -6.338418, 0.197152], [0.851944, -5.911307, 1.006671], [0.839677, -4.627383, 1.538525], [3.528656, -1.165693, 1.073045], [2.255174, -0.217344, 1.377682], [4.439731, -1.643407, 3.229036], [4.046596, -2.514573, 5.504927], [1.741004, -3.013918, 6.262495], [-0.146875, -2.735479, 4.697796], [-1.972049, -3.798914, 3.361920], [-4.108761, -3.384501, 4.514979], [-5.150740, -1.144443, 4.423948], [-4.049185, 0.675543, 3.163549], [-1.912717, 0.255858, 2.002860], [-2.051919, -3.516618, 0.180588], [-2.053444, -5.798899, -0.723167], [-0.177547, -7.336660, -0.221238], [1.680214, -6.572608, 1.226801], [1.661495, -4.313933, 2.169648], [4.693353, 2.267529, -0.259552], [3.556198, 1.182004, -0.721708], [2.733821, 0.405888, -1.025736], [-3.756013, -1.921806, -1.893592], [-3.173965, -0.539210, -2.183566], [-3.070191, 0.289412, -0.896634], [-1.891996, -0.635347, -2.995983], [-1.849419, -0.002623, -4.215109], [-0.714919, -0.032988, -5.038516], [0.355017, -0.796953, -4.627015], [0.374759, -1.490288, -3.410406], [1.470925, -2.555646, -3.314783], [1.946396, -3.026776, -1.942677], [0.999960, -3.789878, -4.097258], [-0.735533, -1.368236, -2.499702], [-0.668126, -1.771414, -1.217121], [-4.662948, -1.846680, -1.288001], [-3.022781, -2.524790, -1.360478], [-4.008079, -2.436093, -2.822450], [-3.889101, -0.013635, -2.830271], [-2.362237, -0.173659, -0.207974], [-4.042468, 0.335898, -0.397309], [-2.738634, 1.309090, -1.096630], [-2.729443, 0.543019, -4.547662], [-0.704247, 0.483026, -5.989966], [1.221932, -0.899565, -5.275778], [2.341033, -2.136805, -3.833622], [1.146305, -3.536618, -1.407749], [2.304954, -2.206631, -1.308001], [2.795089, -3.709001, -2.045607], [0.117506, -4.209658, -3.608859], [1.773009, -4.562421, -4.122005], [0.727085, -3.538812, -5.122034]],
  "forces_ev_per_a": [[0.530, -0.124, 0.248], [-0.004, -0.076, -0.070], [-0.191, 0.214, 0.016], [-0.085, 0.012, -0.045], [0.163, -0.333, 0.053], [-0.087, 0.064, -0.023], [-0.063, 0.223, -0.072], [0.059, -0.369, 0.006], [-0.003, 0.017, -0.026], [0.041, 0.153, 0.077], [0.080, 0.063, 0.003], [0.043, -0.052, -0.002], [-0.038, 0.118, 0.022], [-0.024, 0.008, 0.107], [-0.109, -0.021, 0.043], [0.159, 0.055, 0.124], [-0.032, 0.034, -0.117], [0.005, -0.082, 0.020], [-0.008, -0.025, 0.051], [0.007, -0.008, 0.031], [0.031, 0.003, 0.008], [0.015, 0.025, 0.019], [0.023, -0.015, -0.004], [0.012, 0.004, -0.015], [-0.003, -0.009, -0.010], [-0.002, -0.009, -0.013], [-0.013, 0.007, 0.006], [-0.018, -0.016, -0.018], [-0.021, -0.003, -0.010], [-0.007, -0.023, -0.019], [-0.008, 0.024, -0.030], [0.028, 0.009, 0.001], [-0.003, 0.011, -0.026], [0.010, -0.008, -0.022], [0.009, -0.009, -0.032], [0.032, -0.024, -0.013], [0.004, 0.002, 0.045], [0.000, 0.005, -0.007], [0.013, -0.003, -0.005], [0.001, -0.011, 0.002], [0.002, 0.009, 0.012], [-0.016, -0.013, 0.005], [-0.245, 0.436, -0.094], [0.033, -0.112, 0.057], [-0.056, 0.037, -0.007], [0.020, -0.012, 0.032], [0.027, 0.015, 0.000], [-0.018, 0.003, -0.010], [0.061, -0.028, 0.103], [-0.045, 0.150, -0.245], [-0.005, -0.148, 0.076], [0.003, 0.024, 0.017], [0.036, -0.026, -0.017], [-0.034, 0.012, 0.008], [-0.019, 0.036, -0.015], [0.011, 0.046, 0.003], [0.051, -0.050, -0.005], [-0.039, 0.012, -0.004], [-0.016, 0.003, 0.009], [-0.007, -0.007, -0.012], [0.012, -0.004, 0.007], [-0.001, -0.037, 0.018], [0.029, -0.136, 0.016], [0.207, 0.048, 0.046], [0.016, -0.002, -0.008], [-0.001, -0.002, 0.009], [0.001, -0.003, 0.013], [0.011, 0.000, 0.014], [0.006, -0.033, -0.025], [-0.010, -0.007, 0.004], [-0.009, 0.011, 0.009], [-0.013, 0.005, 0.005], [0.028, 0.026, 0.034], [0.018, 0.020, 0.021], [0.001, -0.010, -0.004], [0.011, -0.010, 0.001], [-0.001, -0.009, 0.001], [-0.002, 0.029, 0.002], [-0.185, -0.195, -0.159], [0.248, 0.237, 0.168], [-0.027, -0.001, -0.057], [-0.031, -0.078, 0.020], [-0.032, 0.024, -0.105], [0.056, -0.079, 0.054], [0.004, 0.023, -0.025], [0.034, -0.004, -0.013], [-0.026, 0.015, 0.002], [0.066, 0.027, 0.037], [0.032, -0.021, -0.064], [-0.020, -0.016, 0.040], [-0.095, 0.084, 0.207], [0.011, -0.059, 0.037], [-0.171, 0.138, 0.046], [-0.457, -0.248, -0.304], [-0.017, 0.005, 0.011], [0.016, 0.027, 0.011], [0.005, 0.003, -0.021], [-0.009, -0.035, 0.031], [-0.066, -0.026, -0.048], [-0.030, 0.017, -0.019], [0.013, 0.045, -0.002], [-0.014, 0.010, -0.016], [0.012, 0.006, -0.012], [-0.009, 0.025, -0.041], [0.004, -0.034, -0.018], [0.032, -0.007, 0.016], [0.057, 0.005, -0.044], [0.007, -0.012, -0.099], [-0.025, -0.013, 0.007], [0.017, -0.011, -0.001], [0.008, 0.044, -0.014]],
  "mulliken_charge": [1.393, -0.550, 0.542, -0.992, -1.113, 0.751, 0.369, -2.259, 1.214, 0.600, -1.066, -0.502, 0.838, -1.035, -1.126, 0.592, -0.762, -0.993, 0.132, -0.035, 0.385, 0.258, 0.380, 0.239, 0.341, 0.371, 0.263, -0.184, 0.252, 0.349, 0.126, 0.273, 0.405, 0.141, 0.373, 0.338, 0.109, 0.303, 0.350, 0.266, 0.343, 0.310, 0.282, -0.005, -0.472, -0.812, -0.701, -0.879, -0.060, 2.663, -0.249, -0.433, -0.743, -0.720, -0.891, 0.081, 0.549, -0.274, -0.551, -0.675, -0.778, -0.763, 0.314, -0.670, 0.486, 0.389, 0.435, 0.419, 0.530, 0.430, 0.393, 0.438, 0.239, 0.074, 0.427, 0.386, 0.444, 0.277, -0.468, 0.352, -0.696, -1.483, 0.051, -0.465, 0.696, -0.213, -1.383, -1.316, 1.428, 0.538, -1.373, -1.639, -1.085, 0.040, 0.475, -0.008, 0.439, 0.527, -0.423, 0.757, -0.122, 0.407, 0.389, 0.465, 0.493, 0.065, 0.257, 0.592, 0.287, 0.449, 0.395],
  "gap_ha": 0.210,
  "e_lumo_ev": 0.2,
  "max_force_ev_per_a": 0.60,
  "e_above_lowest_kcal_mol": 0.0,
  "energy_ha": -4787.3965
}